[1]
A gas-phase ion, C2H8N3 (charge +1), computed with ωB97M-V/def2-TZVPD.

```
13
Properties=species:S:1:pos:R:3:lowdin_charge:R:1
C -0.21 1.19 -0.17 -0.03
C 0.42 -0.20 -0.49 -0.20
N -0.69 0.02 0.45 -0.20
N -1.96 -0.49 0.13 0.02
N 1.68 -0.60 0.25 0.22
H 0.43 1.59 0.66 0.13
H -0.85 1.61 -0.95 0.12
H 0.35 -0.59 -1.45 0.13
H -2.42 0.03 -0.74 0.15
H -2.53 -0.63 0.98 0.10
H 1.39 -1.26 1.00 0.18
H 1.91 0.29 0.72 0.15
H 2.49 -0.96 -0.39 0.23
```

E_LUMO (eV): -3.746
HOMO (eV): -13.50
HOMO-LUMO gap (eV): 9.8
Structure (SMILES): NN1C[C@H]1[NH3+]
Spin multiplicity: 1
Charge: +1

[2]
A molecular structure, C14H32BrCuN2O, computed with ωB97M-V/def2-TZVPD.

```
51
Properties=species:S:1:pos:R:3:lowdin_charge:R:1
Cu -0.02 4.02 -2.73 0.60
Br 0.83 2.56 -0.75 0.52
C -3.33 3.97 2.12 0.06
C -1.90 4.30 1.78 -0.43
O -1.52 5.13 1.04 0.17
N -0.86 3.54 2.61 0.08
H -1.34 2.77 3.08 0.16
H -0.24 3.06 1.94 0.11
C -0.19 4.50 3.64 0.09
H -3.40 3.37 3.02 0.10
H -3.73 3.44 1.24 0.11
H -3.85 4.93 2.22 0.13
H 0.87 4.26 3.71 0.11
H -0.76 4.43 4.56 0.12
H -0.27 5.46 3.14 0.10
C -3.39 -0.38 -1.34 -0.10
C -2.73 -1.65 -0.77 -0.22
C -1.26 -1.79 -1.17 -0.18
C -0.29 -1.13 -0.18 -0.14
N 1.12 -1.63 -0.28 -0.19
C 1.93 -1.06 0.92 -0.10
C 2.98 -2.08 1.32 -0.13
C 2.49 -3.44 0.81 -0.13
C 1.23 -3.13 0.02 -0.08
C 2.00 -1.29 -1.48 -0.11
C 1.36 -1.44 -2.85 -0.24
C 2.44 -1.32 -3.97 -0.06
H -2.89 0.56 -1.07 0.04
H -4.38 -0.25 -0.90 0.08
H -3.57 -0.32 -2.41 0.08
H -3.30 -2.44 -1.25 0.12
H -2.85 -1.72 0.31 0.11
H -1.09 -1.47 -2.19 0.10
H -1.00 -2.84 -1.02 0.11
H -0.70 -1.47 0.78 0.13
H -0.38 -0.03 -0.17 0.09
H 2.19 -0.02 0.72 0.10
H 1.16 -1.07 1.69 0.13
H 4.02 -1.84 1.13 0.13
H 2.90 -2.12 2.41 0.12
H 3.21 -4.05 0.25 0.13
H 2.40 -4.10 1.67 0.13
H 1.04 -3.79 -0.83 0.14
H 0.40 -3.31 0.70 0.14
H 2.82 -2.00 -1.41 0.15
H 2.39 -0.27 -1.37 0.11
H 0.65 -0.66 -3.09 0.10
H 0.87 -2.42 -2.94 0.12
H 2.02 -1.53 -4.95 0.09
H 3.29 -1.98 -3.81 0.09
H 2.64 -0.25 -3.91 0.08
```

E_LUMO (spin up / spin down) (eV): -11.205 / -14.803
<S²>: 0.75
HOMO (spin up / spin down) (eV): -19.13 / -19.11
HOMO-LUMO gap (spin up / spin down) (eV): 7.9 / 4.3
Spin multiplicity: 2
Charge: +3

[3]
A single H2N2O3 molecule, computed with ωB97M-V/def2-TZVPD.

```
7
Properties=species:S:1:pos:R:3:lowdin_charge:R:1
N -0.48 -0.27 -0.52 0.00
N 0.03 0.80 0.35 -0.37
O -0.73 1.71 0.57 0.09
O 1.23 0.57 0.57 0.04
O 0.33 -1.35 -0.40 -0.04
H -1.51 -0.41 -0.66 0.18
H 1.13 -1.05 0.09 0.09
```

E_LUMO (spin up / spin down) (eV): -0.009 / -0.009
HOMO (spin up / spin down) (eV): -9.77 / -9.77
HOMO-LUMO gap (spin up / spin down) (eV): 9.8 / 9.8
Structure (SMILES): O=[N+]([O-])NO
Spin multiplicity: 1

[4]
A gas-phase ion, C4H7BrFIN (charge +1), computed with ωB97M-V/def2-TZVPD.

```
15
Properties=species:S:1:pos:R:3:lowdin_charge:R:1
C 0.18 0.29 -0.65 -0.36
C 1.54 0.84 -0.62 -0.71
C -0.15 -1.10 -0.20 -0.18
C -0.93 1.26 -0.82 -0.45
N -0.22 -1.17 1.30 0.17
F 1.74 2.09 -0.93 0.04
Br -1.74 1.68 0.99 0.70
I 3.24 -0.31 -0.26 1.02
H -1.13 -1.36 -0.59 0.14
H 0.58 -1.82 -0.56 0.11
H -1.75 0.87 -1.41 0.08
H -0.60 2.22 -1.21 0.07
H -0.71 -2.02 1.62 0.18
H -0.76 -0.33 1.63 0.04
H 0.72 -1.15 1.71 0.15
```

E_LUMO (eV): -3.996
HOMO (eV): -13.06
HOMO-LUMO gap (eV): 9.1
Structure (SMILES): [NH3+]C/C(CBr)=C(/F)I
Spin multiplicity: 1
Charge: +1

[5]
A gas-phase ion, C2H8N2P (charge +1), computed with ωB97M-V/def2-TZVPD.

```
13
Properties=species:S:1:pos:R:3:lowdin_charge:R:1
C -1.33 -0.57 -0.28 0.06
C 0.83 0.16 0.57 -0.32
N -0.25 0.01 -0.45 -0.31
N 0.82 -0.77 1.69 0.05
P 0.49 0.58 -2.20 1.01
H -1.67 -0.83 0.68 0.10
H -1.91 -0.54 -1.21 0.10
H 1.82 0.19 0.04 0.10
H 0.85 1.27 0.81 0.15
H 0.49 -0.40 2.54 0.07
H 0.31 -1.62 1.29 0.12
H 0.68 1.85 -1.62 -0.04
H -0.73 0.84 -2.67 -0.10
```

E_LUMO (spin up / spin down) (eV): -4.391 / -8.797
<S²>: 2.00
HOMO (spin up / spin down) (eV): -11.37 / -14.26
HOMO-LUMO gap (spin up / spin down) (eV): 7.0 / 5.5
Spin multiplicity: 3
Charge: +1

[6]
A single C3H4NP molecule, computed with ωB97M-V/def2-TZVPD.

```
9
Properties=species:S:1:pos:R:3:lowdin_charge:R:1
C -1.11 0.15 -0.34 -0.30
C 0.02 0.88 -0.40 -0.40
C 0.32 -1.50 -0.08 -0.42
N -0.90 -1.16 -0.21 -0.05
P 1.43 -0.13 -0.24 0.88
H -2.16 0.40 -0.65 0.12
H -0.13 2.07 -0.28 0.12
H 0.59 -2.61 -0.18 0.09
H 1.73 0.33 1.04 -0.05
```

E_LUMO (eV): 0.112
HOMO (eV): -9.37
HOMO-LUMO gap (eV): 9.5
Structure (SMILES): C1=NC=[PH]=C1
Spin multiplicity: 1

[7]
2 unconnected molecules or ions with the total composition C5H9N4O4, computed with ωB97M-V/def2-TZVPD.

```
22
Properties=species:S:1:pos:R:3:lowdin_charge:R:1
C -0.99 1.60 -0.08 -0.40
C 0.56 1.80 -0.07 -0.37
C 2.76 -0.97 0.14 -0.12
C 2.42 0.43 0.46 -0.28
C -1.76 -0.43 -0.85 -0.52
N -1.78 -0.95 0.46 0.01
N -1.40 0.79 -1.18 0.11
N -2.17 -1.37 -1.74 0.05
N -1.35 -0.29 1.41 -0.33
O -1.53 1.32 1.16 -0.03
O 1.19 2.77 -0.38 0.12
O -0.95 -0.54 2.49 -0.01
O 1.02 0.63 0.55 -0.02
H -1.50 2.55 -0.34 0.15
H 2.13 -1.42 -0.65 0.09
H 3.84 -1.12 0.08 0.08
H 2.35 -1.62 0.97 0.09
H 2.86 0.85 -0.49 0.13
H 2.94 0.68 1.40 0.13
H -3.50 -1.57 0.51 -0.03
H -2.69 -2.16 -1.20 0.05
H -2.44 -1.00 -2.66 0.10
```

E_LUMO (spin up / spin down) (eV): 3.379 / 3.379
HOMO (spin up / spin down) (eV): -2.72 / -2.21
HOMO-LUMO gap (spin up / spin down) (eV): 6.1 / 5.6
Spin multiplicity: 1
Charge: -1

[8]
A single C6H8N2O2S molecule, computed with ωB97M-V/def2-TZVPD.

```
19
Properties=species:S:1:pos:R:3:lowdin_charge:R:1
C 0.29 0.52 -1.02 -0.10
C 1.54 0.53 -0.47 -0.21
C 1.35 0.01 0.84 -0.12
C -0.08 -0.31 0.98 -0.46
C 2.85 0.90 -1.16 -0.04
C -2.49 -1.00 2.02 -0.38
N -0.66 0.07 -0.16 0.04
N 2.20 -0.22 1.93 -0.36
O 3.35 0.09 1.91 0.09
O 1.64 -0.72 2.94 -0.10
S -0.71 -0.95 2.45 0.98
H 0.09 0.77 -2.07 0.13
H 2.74 1.68 -1.95 0.08
H 3.64 1.23 -0.45 0.08
H 3.20 -0.01 -1.76 0.10
H -2.60 -0.35 1.14 0.01
H -3.02 -0.50 2.95 0.07
H -2.86 -2.10 1.92 0.06
H -1.63 0.18 -0.42 0.15
```

E_LUMO (eV): 0.276
HOMO (eV): -7.94
HOMO-LUMO gap (eV): 8.2
Structure (SMILES): CSc1[nH]cc(C)c1[N+](=O)[O-]
Spin multiplicity: 1

[9]
A single C7H14 molecule, computed with ωB97M-V/def2-TZVPD.

```
21
Properties=species:S:1:pos:R:3:lowdin_charge:R:1
C 1.14 2.72 1.04 -0.11
C 0.89 1.47 0.21 -0.27
C 0.15 0.39 1.01 -0.19
C -0.40 -0.73 0.17 -0.32
C 0.40 -1.47 -0.59 -0.14
C -0.02 -2.43 -1.66 -0.10
C -1.91 -0.80 0.08 -0.06
H 0.16 3.13 1.32 0.07
H 1.69 2.48 1.94 0.07
H 1.55 3.51 0.42 0.07
H 0.24 1.71 -0.64 0.11
H 1.77 1.05 -0.27 0.10
H 0.85 -0.08 1.71 0.12
H -0.65 0.87 1.56 0.10
H 1.44 -1.19 -0.61 0.10
H -1.08 -2.28 -1.89 0.06
H 0.57 -2.34 -2.57 0.07
H 0.05 -3.50 -1.42 0.08
H -2.23 -0.15 -0.73 0.09
H -2.24 -1.82 -0.11 0.07
H -2.33 -0.53 1.04 0.07
```

E_LUMO (eV): 1.102
HOMO (eV): -8.74
HOMO-LUMO gap (eV): 9.8
Structure (SMILES): C/C=C(\C)CCC
Spin multiplicity: 1

[10]
A molecular structure, C2H5PS, computed with ωB97M-V/def2-TZVPD.

```
9
Properties=species:S:1:pos:R:3:lowdin_charge:R:1
C -2.28 2.16 -0.30 -0.56
C 1.48 -1.71 -1.20 -0.58
P -1.03 2.82 0.53 0.68
S 0.48 -0.47 -0.91 0.57
H -3.29 1.96 0.06 -0.04
H -2.24 1.97 -1.63 0.10
H 2.50 -1.38 -1.11 -0.03
H 1.41 -2.80 -1.47 0.03
H -0.27 3.16 -0.59 -0.16
```

E_LUMO (eV): -0.489
HOMO (eV): -8.88
HOMO-LUMO gap (eV): 8.4
Spin multiplicity: 1

no.,largest force on an atom (eV/A)
1,3.5
2,2.5
3,3.5
4,5.3
5,4.0
6,5.5
7,4.2
8,3.3
9,1.1
10,5.2